{"formula": "C6H8N2", "method": "ωB97M-V with the def2-TZVPD basis set", "e_homo_ev": -9.383, "smiles": "C/C(C#N)=C/N1CC1", "relative_energy_kcal_mol": 61.3, "energy_ha": -342.8363, "elements": ["C", "C", "C", "N", "C", "N", "C", "C", "H", "H", "H", "H", "H", "H", "H", "H"], "xyz": [[1.16258, -1.18363, -1.95070], [0.47935, -0.59322, -0.75631], [-0.24558, -1.48965, 0.08634], [-0.74881, -2.33327, 0.74253], [0.45702, 0.74226, -0.48138], [-0.18711, 1.44457, 0.50358], [-0.27635, 1.06197, 1.91155], [-1.52072, 1.12534, 1.10202], [1.96476, -1.86144, -1.63586], [0.44183, -1.84804, -2.44459], [1.45753, -0.43484, -2.77570], [0.96827, 1.39451, -1.19620], [0.03611, 0.06890, 2.24835], [0.07233, 1.70947, 2.71956], [-1.88922, 0.21777, 0.61886], [-2.17199, 1.97930, 1.30796]], "atomic_forces_ev_per_a": [[-0.1922, 0.0113, -1.3859], [-0.2030, 2.0369, 0.2952], [-1.0748, -3.0403, 1.9451], [1.2884, 2.5241, -1.8731], [0.2839, -1.7277, -1.4782], [-0.6044, 1.8787, 2.0076], [0.3950, -1.7935, 0.4345], [1.0211, 0.2493, -0.4200], [0.1946, 0.4464, -0.2403], [0.0588, 0.0703, 0.0115], [-0.1315, -0.9803, 1.7078], [0.0462, -0.2150, 0.1747], [-0.0367, -0.1386, -0.7569], [-0.6119, 0.8047, -0.6922], [-0.5016, 0.1987, 0.9270], [0.0683, -0.3250, -0.6566]]}